1.
Density functional theory data (ωB97M-V/def2-TZVPD) for a molecular structure, C34H37MoO6.

Geometry (Å):
H: -3.99275 4.55796 0.53048
C: -1.53029 1.00842 -4.73297
H: -0.61263 -0.02487 6.55153
H: -5.61351 4.33570 -0.14967
C: -1.41569 1.64075 -3.50709
C: -2.65135 6.38298 -1.54396
O: -3.92395 2.35495 1.95566
C: -3.06458 1.55261 -0.05902
H: -4.35910 -0.75592 -4.15681
H: -1.99304 2.80339 1.35869
H: 0.38478 -2.20226 -2.85611
C: -4.88289 2.63377 0.93886
H: 1.46888 0.84718 3.16688
C: -2.58729 0.13570 -4.96894
H: -2.68596 -0.35071 -5.93048
C: -3.27066 4.14346 -2.16232
C: 2.03615 -0.07190 3.31671
C: -1.72594 1.31207 3.63725
O: -0.85469 0.48540 1.60916
H: -6.94874 2.21563 0.56163
H: -1.27307 4.07816 5.53489
C: -0.90517 0.73021 5.83337
C: -1.70217 2.65291 3.99675
H: -2.79335 7.45215 -1.62836
H: -1.10142 -1.22794 -3.03179
H: -4.16592 0.36781 -1.98705
C: -2.10241 0.83969 2.23980
O: -4.39630 1.96784 -0.23336
C: -1.65864 5.87543 -0.71952
O: 0.12336 -0.73497 -1.46116
C: -1.27731 3.03049 5.26503
C: -3.45198 5.51266 -2.27047
O: -0.79014 1.84037 -0.75440
H: -0.98096 -2.45880 -1.73747
C: -2.34769 1.40532 -2.49657
C: -0.43529 -1.72226 -2.32632
H: 1.91304 -2.16691 2.74965
H: -0.60340 2.33474 -3.32797
H: -0.68085 4.11814 0.01383
H: -5.42155 -3.41579 2.42221
C: -4.74927 -2.56932 2.38268
C: -3.01045 -0.38175 2.28700
C: -2.77185 -1.51441 1.51703
H: -5.41208 4.60020 1.59200
C: -4.12803 -0.36331 3.11865
H: -3.02377 0.45768 -0.14266
C: 1.38988 -1.22471 2.59335
C: -1.47475 4.50327 -0.61247
H: -1.89604 -1.57518 0.87947
H: -4.22101 5.90105 -2.92523
H: -5.85317 -1.41507 3.81557
H: -0.54479 2.37245 7.16935
C: -2.70443 1.97096 1.37488
Mo: -0.01822 0.32844 -0.01408
H: -2.03897 3.41897 3.31162
C: -2.14646 2.12301 -1.16833
H: 2.05000 -0.28116 4.38676
C: -1.33388 0.35481 4.57212
H: -6.08758 0.93762 1.44590
C: -4.99079 -1.44625 3.16283
H: -4.31796 0.50413 3.73582
C: -3.40601 0.53725 -2.73834
H: 0.34856 -1.34829 2.87318
C: -3.63464 -2.60239 1.56131
O: 1.36067 -0.99491 1.14275
H: 2.21879 -1.21370 0.76076
C: -3.52325 -0.09349 -3.97352
H: -1.01896 6.54784 -0.16300
C: -6.20445 2.01398 1.33113
C: -0.87163 2.07488 6.18194
H: -0.80347 1.20423 -5.51045
H: -1.39392 -0.69697 4.31662
C: -4.97794 4.12877 0.71035
H: -6.54949 2.44275 2.27156
H: -3.90227 3.47066 -2.72842
C: -2.28765 3.62658 -1.32407
H: 3.06661 0.07767 2.99066
H: -3.42918 -3.47653 0.95724

Output
E_LUMO (alpha / beta), eV: -3.86 / -4.39
Charge: +1
2S+1: 3
HOMO energy (alpha / beta), eV: -11.4 / -11.4
Energy relative to the best compared isomer or geometry (same formula, charge and spin), kcal/mol: 0.0
Calculated total energy, hartree: -1837.242163

Results of the Mulliken charge analysis, in e, for atoms 1 through 2: 0.225 -0.867

***

2.
Density functional theory data (ωB97M-V/def2-TZVPD) for a single C20H22ClN5O3 molecule at a distorted geometry.

Geometry (Å):
C: -3.76625 1.48647 -0.02364
Cl: 2.30643 -4.45187 -0.11338
H: 3.58504 -2.77620 -4.72020
H: 1.36441 0.62683 1.41818
H: 0.65741 -2.21189 0.36735
C: 3.20530 -1.30600 -2.37089
H: -1.15278 1.31820 5.47215
C: -3.03613 0.67117 2.74238
N: -1.35557 3.19101 -2.02814
H: 0.36220 2.19972 3.74167
H: -3.64960 1.78399 -1.06657
H: -3.30751 0.35487 4.84491
C: 1.36751 -1.94461 -0.39980
O: -2.47120 1.10723 0.41147
N: -1.68447 4.21638 -1.24308
H: -4.46958 0.65524 0.04826
H: 2.28199 0.61563 -2.38681
H: 5.73113 -4.21278 -3.06586
H: 0.60337 3.09434 1.63515
C: 3.23167 -2.58260 -1.81836
C: -5.11685 -0.37033 3.26527
H: -5.96793 -0.73779 2.69382
N: -0.04531 1.21159 -1.58112
C: 1.01829 1.24530 0.59074
N: -0.58809 2.90813 -0.02093
N: -1.25143 4.07634 -0.06532
C: 5.00394 -3.40865 -3.20702
C: 0.03786 2.30757 1.11916
C: -2.65800 0.73782 4.07487
C: -0.66989 2.36586 -1.26139
C: -0.58830 1.77072 3.46298
C: 1.35201 -0.67427 -0.96207
C: -0.94934 1.73641 2.11983
C: 0.36412 0.35576 -0.47815
H: 3.90996 -1.02694 -3.13753
H: -4.14050 2.33664 0.54987
C: 4.33345 -3.55047 -4.56980
H: 1.88036 1.74266 0.14052
H: -0.39134 0.75045 -2.40834
C: 2.29178 -2.87853 -0.81977
H: 5.52980 -2.44977 -3.12404
H: -0.50431 -0.15142 -0.03339
O: -4.20228 0.10915 2.31020
O: 4.09582 -3.57433 -2.13537
C: -2.17517 1.18281 1.74742
C: -1.43528 1.28048 4.43167
H: -4.69366 -1.19284 3.85050
H: 3.84387 -4.51853 -4.63885
C: 2.28221 -0.36797 -1.94280
H: -5.45031 0.42532 3.93865
H: 5.08119 -3.47633 -5.35441

Output
SMILES: CCOc1ccc([C@H]2C[C@H](c3cccc(OC)c3OC)n3nnnc3N2)cc1Cl
E_LUMO, eV: 0.60
Charge: 0
HOMO energy, eV: -8.6
Calculated total energy, hartree: -1734.969346

Results of the Mulliken charge analysis, in e, for atoms 1 through 2: -1.026 -0.227

***

3.
Density functional theory data (ωB97M-V/def2-TZVPD) for a molecular structure, C25H21Br3FMoN6O8.

Geometry (Å):
H: -2.16793 -1.35900 -2.35320
N: -2.24652 -1.07846 0.53630
H: -4.28380 3.17053 -0.93509
O: 1.52303 -0.38761 -0.02738
H: -4.45466 4.28505 -3.01963
H: -0.02257 -2.69474 3.99922
H: 4.99077 -3.32480 -0.04419
F: 4.90259 3.55277 -0.98225
Br: 3.96616 -5.71102 -1.36585
C: 2.12214 -1.56568 -0.26390
C: -1.16650 -1.78400 2.47230
H: 3.36308 6.40394 2.01285
H: 3.06296 2.05651 0.07388
H: 1.33941 -5.59425 -2.33026
H: -2.04699 -2.63082 -3.57817
C: 4.21033 5.25114 0.53863
H: -2.97448 1.47076 0.27232
C: -2.74862 1.71084 -0.75520
O: 1.00040 -1.26159 2.39298
O: 1.60766 4.98986 3.00077
C: 1.33634 -2.52585 -0.91626
N: 2.28347 3.41225 1.48762
C: 3.96287 -3.10848 -0.29873
O: 0.58572 1.90254 -0.22917
H: -0.88811 -4.77104 -2.98964
C: 3.15843 3.05831 0.46632
O: 5.00170 6.08378 0.17906
C: -0.69332 -2.88650 -1.97873
O: -3.39978 -0.98641 -0.24843
H: -1.19791 -1.54115 4.60319
C: -3.11083 2.95067 -2.74501
C: -2.01110 -2.41958 -2.50832
N: 3.30780 5.49200 1.57982
H: -4.39101 -1.31077 2.26814
C: 1.33129 2.45805 2.01057
O: -0.67718 1.28790 1.43820
N: -1.71847 1.04112 -1.30481
C: 4.06959 3.90283 -0.00143
H: -4.07256 -1.54204 0.17173
C: -3.67253 -2.13320 2.22094
Br: 0.15417 0.53231 -3.27105
C: -1.36980 1.36215 -2.55748
C: -2.35324 -1.64899 1.71872
C: -3.46817 2.66059 -1.42975
Mo: -0.41075 -0.22315 -0.03502
H: 0.77526 2.93029 2.81630
H: -4.07984 -2.91742 1.57379
H: -3.58052 -2.55376 3.21603
C: -1.03268 -2.32035 3.85515
H: -2.83563 -2.95952 -2.04162
C: 3.20266 -4.04340 -0.93748
N: -0.09507 -1.30421 1.82368
C: 3.42138 -1.84673 0.03220
O: -3.73993 3.85202 -3.50315
C: 1.85756 -3.76643 -1.28962
Br: 4.48867 -0.55817 0.87708
C: 2.34401 4.65501 2.09933
H: -1.73111 -3.13435 4.04060
C: 0.36832 1.92663 0.99924
H: -1.71313 2.51706 -4.32673
C: -2.03189 2.28909 -3.32124
N: 0.04845 -2.10964 -1.20859
C: -0.23372 -4.16475 -2.37754
C: 0.99780 -4.61436 -2.02404
H: 1.83633 1.57620 2.42197

Output
E_LUMO (alpha / beta), eV: -3.93 / -4.38
Charge: +1
2S+1: 3
HOMO energy (alpha / beta), eV: -10.8 / -11.0
Calculated total energy, hartree: -9785.674421

Results of the Mulliken charge analysis, in e, for atoms 1 through 2: 0.061 0.866

***

4.
Density functional theory data (ωB97M-V/def2-TZVPD) for 2 unconnected molecules or ions with the total composition C6H15NO at a distorted geometry.

Geometry (Å):
H: 2.09500 -0.09583 1.09793
O: -1.95248 2.86496 0.99491
C: 2.05966 0.64371 0.24577
H: -2.21238 0.20229 -0.85610
H: 1.40897 0.39015 -1.92420
H: -2.71471 2.75416 0.40431
C: -1.27770 -0.26328 1.10590
H: 1.30572 1.24998 0.56241
H: 1.04793 -1.81926 0.04470
N: 1.05014 -1.41626 -0.95253
H: -0.93169 -1.27453 2.75254
C: 1.92840 -0.27071 -1.11963
H: -0.33663 -0.65227 -2.34740
H: -0.94568 -2.23334 -1.35059
C: -1.24414 -0.15000 -0.44735
H: -1.77048 0.55725 1.69200
H: -0.57787 0.80533 -0.54415
C: -0.71700 -1.40605 1.64831
C: -0.47063 -1.20563 -1.27483
H: -1.37728 2.77225 0.09998
H: 2.98218 1.33987 0.41066
H: 2.90517 -0.57657 -1.49057
H: -0.25449 -2.21620 1.24792

Output
SMILES: C=CCCNCC.O
E_LUMO, eV: 0.53
Charge: 0
HOMO energy, eV: -8.8
Energy relative to the best compared isomer or geometry (same formula, charge and spin), kcal/mol: 105.5
Calculated total energy, hartree: -367.463108

Results of the Mulliken charge analysis, in e, for atoms 1 through 2: 0.263 -0.638

***

5.
Density functional theory data (ωB97M-V/def2-TZVPD) for 2 unconnected molecules or ions with the total composition CH3BrF2Si at a distorted geometry.

Geometry (Å):
Br: -0.04296 -2.50428 -0.72220
H: -1.56647 0.34910 0.07689
H: 0.41976 0.75657 -1.96447
F: -0.24916 1.72138 0.33029
Si: 0.66320 -0.47778 -0.47118
H: 1.96321 -0.73582 0.26453
F: -0.58470 0.41108 1.90749
C: -0.60288 0.47974 0.57866

Output
E_LUMO, eV: 0.12
Charge: 0
HOMO energy, eV: -10.5
Energy relative to the best compared isomer or geometry (same formula, charge and spin), kcal/mol: 25.3
Calculated total energy, hartree: -3103.098772

Results of the Mulliken charge analysis, in e, for atoms 1 through 2: -0.183 0.214

***

6.
Density functional theory data (ωB97M-V/def2-TZVPD) for a single C3H5NO3 molecule at a distorted geometry.

Geometry (Å):
C: 0.28488 -0.03273 0.37081
O: 1.17157 -0.81613 1.09204
H: 1.63703 -1.34551 0.41325
O: 1.06415 -0.96720 -1.61262
N: -0.70745 0.44081 -1.80928
O: -0.83811 0.74806 2.32496
C: 0.07456 -0.25267 -1.04784
H: 0.94389 -0.87340 -2.57380
H: -1.59069 0.67478 -1.35180
H: -1.12126 1.63080 0.53828
C: -0.61470 0.78161 0.97471
H: -0.30387 0.01159 2.68129

Output
SMILES: [H]/N=C(O)\C(O)=C\O
E_LUMO, eV: 0.56
Charge: 0
HOMO energy, eV: -8.6
Energy relative to the best compared isomer or geometry (same formula, charge and spin), kcal/mol: 55.9
Calculated total energy, hartree: -397.747538

Results of the Mulliken charge analysis, in e, for atoms 1 through 2: 0.535 -0.574

***

Question: Look up the calculated total energy of the fourth one.
Answer: -367.463108 hartree

***

Question: Number 5 is which compound?
Answer: CH3BrF2Si